The following is a quantum chemistry calculation of a structure of composition C39H44BBrN11O3STi, from OMol25.

For the relative energy (zero: lowest compared OMol25 entry of this formula, charge and spin), the calculation gives 88.39 kJ/mol. The gap between HOMO and LUMO (spin up / spin down) comes out at 7.545 / 5.781 eV. The molar mass comes out at 885.5 u. The value obtained for the HOMO energy (spin up / spin down) is -0.279 / -0.276 Eh.

The geometry in ORCA input format:
```
! wB97M-V def2-TZVPD RIJCOSX def2/J DEFGRID3
* xyz 0 2
Ti -0.061 0.173 -0.036
C 3.185 3.050 0.508
C 2.405 2.151 -0.223
N 1.277 1.891 0.427
N 1.288 2.621 1.565
C 2.440 3.310 1.638
B 0.167 2.351 2.595
N -1.200 2.379 1.867
C -2.303 3.086 2.175
C -3.296 2.755 1.275
C -2.697 1.828 0.424
N -1.439 1.618 0.788
N 0.427 0.932 3.139
C 0.714 0.493 4.378
C 1.081 -0.833 4.292
C 1.006 -1.125 2.929
N 0.615 -0.062 2.240
N 0.123 3.427 3.670
C 0.514 4.723 3.637
C 0.067 5.334 4.781
C -0.607 4.313 5.473
N -0.583 3.176 4.800
H 4.149 3.454 0.253
H 2.594 1.678 -1.173
H 2.678 3.925 2.491
H -2.307 3.749 3.023
H -4.306 3.123 1.244
H -3.115 1.292 -0.411
H 0.624 1.151 5.222
H 1.374 -1.486 5.096
H 1.240 -2.041 2.412
H 1.016 5.150 2.781
H 0.203 6.364 5.065
H -1.110 4.359 6.426
O -2.304 -0.411 2.692
C -3.106 -1.406 2.083
C -2.516 -1.708 0.683
O -2.986 -2.606 0.023
O -1.462 -1.023 0.327
C -3.006 -2.726 2.860
C -1.972 -2.909 3.769
C -1.831 -4.123 4.431
C -2.717 -5.159 4.186
C -3.755 -4.975 3.279
C -3.898 -3.767 2.618
C -4.551 -0.929 1.977
C -5.203 -0.613 3.169
C -6.487 -0.095 3.161
C -7.148 0.100 1.956
C -6.516 -0.236 0.769
C -5.225 -0.751 0.776
H -2.857 0.134 3.257
H -1.285 -2.094 3.961
H -1.025 -4.253 5.143
H -2.608 -6.105 4.702
H -4.457 -5.777 3.087
H -4.702 -3.628 1.906
H -4.709 -0.792 4.118
H -6.976 0.147 4.097
H -8.154 0.500 1.944
H -7.027 -0.099 -0.176
H -4.754 -1.018 -0.160
C 2.593 0.453 -3.152
C 1.402 1.209 -3.659
C 1.511 1.863 -4.880
C 0.431 2.508 -5.458
C -0.805 2.462 -4.832
C -0.963 1.816 -3.616
C -2.329 1.697 -3.012
C 0.162 1.232 -2.986
N -0.008 0.750 -1.707
H 2.905 -0.272 -3.908
H 3.447 1.114 -2.974
H 2.371 -0.099 -2.246
H 2.468 1.848 -5.390
H 0.544 3.017 -6.407
H -1.670 2.912 -5.304
H -3.077 1.643 -3.804
H -2.570 2.553 -2.376
H -2.398 0.786 -2.421
Br -0.638 -1.715 -2.743
C -0.022 -5.942 0.360
C -0.583 -4.661 -0.243
N 0.191 -3.477 0.120
C 1.264 -3.036 -0.528
S 1.960 -1.508 -0.149
N 1.848 -3.855 -1.404
C 2.831 -3.458 -2.406
C 3.712 -4.637 -2.771
H -0.631 -6.792 0.048
H -0.043 -5.892 1.449
H 1.008 -6.134 0.055
H -1.598 -4.486 0.105
H -0.656 -4.705 -1.335
H -0.249 -2.801 0.718
H 1.338 -4.699 -1.618
H 3.415 -2.641 -1.992
H 2.300 -3.068 -3.279
H 4.273 -4.995 -1.908
H 4.421 -4.345 -3.547
H 3.122 -5.468 -3.166
*
```

The following is a quantum chemistry calculation of a structure of composition C48H45Br4FeGeN2O5P2, from OMol25.

For the relative energy (zero: lowest compared OMol25 entry of this formula, charge and spin), the calculation gives 26.91 kJ/mol. The gap between HOMO and LUMO (spin up / spin down) comes out at 6.819 / 6.383 eV. The molar mass comes out at 1239.9 u. The value obtained for the HOMO energy (spin up / spin down) is -0.244 / -0.246 Eh.

The geometry in ORCA input format:
```
! wB97M-V def2-TZVPD RIJCOSX def2/J DEFGRID3
* xyz 0 6
Fe -0.510 -0.537 -0.386
Br -2.902 -5.908 3.284
C -2.782 -4.308 2.291
C -3.901 -3.515 2.087
Br -5.578 -4.020 2.789
C -3.782 -2.307 1.389
Br -5.266 -1.200 1.018
C -2.555 -1.876 0.910
O -2.362 -0.738 0.287
C -1.409 -2.713 1.086
O -0.280 -2.282 0.570
C -1.544 -3.905 1.775
Br 0.034 -4.927 2.010
O 0.599 2.779 0.715
C 0.236 3.192 1.975
C 0.170 4.532 2.323
C -0.259 4.867 3.598
C -0.626 3.874 4.496
C -0.584 2.543 4.115
C -0.155 2.178 2.840
P -0.112 0.450 2.219
C 1.528 -0.112 2.820
C 2.465 0.762 3.373
C 3.732 0.313 3.719
C 4.073 -1.021 3.545
C 3.141 -1.902 3.012
C 1.886 -1.451 2.630
C -1.299 -0.326 3.364
C -0.992 -1.396 4.196
C -1.979 -1.972 4.986
C -3.268 -1.466 4.970
C -3.576 -0.387 4.151
C -2.603 0.167 3.339
C 1.755 3.152 0.093
C 2.768 3.897 0.673
C 3.889 4.201 -0.090
C 3.986 3.773 -1.404
C 2.970 3.002 -1.958
C 1.852 2.662 -1.211
P 0.491 1.559 -1.741
C 0.994 1.121 -3.437
C 0.200 1.401 -4.545
C 0.572 0.956 -5.807
C 1.742 0.234 -5.974
C 2.541 -0.047 -4.873
C 2.167 0.387 -3.614
C -0.878 2.749 -1.922
C -0.726 3.957 -2.601
C -1.770 4.863 -2.659
C -2.975 4.574 -2.031
C -3.132 3.379 -1.346
C -2.085 2.469 -1.291
H 0.440 5.292 1.602
H -0.315 5.909 3.885
H -0.959 4.139 5.491
H -0.894 1.775 4.810
H 2.210 1.801 3.535
H 4.448 1.006 4.141
H 5.053 -1.373 3.838
H 3.385 -2.951 2.893
H 1.183 -2.136 2.168
H 0.009 -1.802 4.229
H -1.736 -2.823 5.608
H -4.039 -1.921 5.578
H -4.586 -0.002 4.116
H -2.866 0.973 2.663
H 2.687 4.237 1.696
H 4.685 4.786 0.351
H 4.852 4.031 -1.999
H 3.060 2.653 -2.978
H -0.726 1.948 -4.427
H -0.062 1.172 -6.657
H 2.029 -0.116 -6.957
H 3.455 -0.613 -4.996
H 2.786 0.158 -2.756
H 0.218 4.190 -3.082
H -1.645 5.798 -3.190
H -3.791 5.283 -2.075
H -4.068 3.147 -0.855
H -2.228 1.538 -0.750
C 3.483 -4.104 -0.816
O 2.313 -3.393 -1.203
C 2.213 -2.086 -0.993
O 1.230 -1.496 -1.401
N 3.283 -1.489 -0.387
N 3.190 -0.111 -0.155
H 3.385 -5.089 -1.262
H 3.526 -4.211 0.271
H 4.385 -3.616 -1.190
H 3.806 -2.038 0.280
H 4.121 0.283 -0.215
H 2.834 0.056 0.781
C -3.381 -3.552 -1.768
Ge -2.072 -2.673 -2.922
C -2.853 -2.543 -4.730
C -0.439 -3.736 -3.057
C -1.685 -0.835 -2.427
H -3.807 -4.400 -2.307
H -4.190 -2.870 -1.506
H -2.932 -3.921 -0.847
H -3.105 -3.539 -5.098
H -2.146 -2.087 -5.423
H -3.762 -1.941 -4.718
H -0.656 -4.675 -3.570
H -0.035 -3.955 -2.070
H 0.319 -3.194 -3.623
H -2.543 -0.206 -2.209
H -0.964 -0.354 -3.080
*
```

The following is a quantum chemistry calculation of a cluster of 2 separate species, C5H6Br2Cl4F4O3PS in total, from OMol25.

The gap between HOMO and LUMO comes out at 6.330 eV. The molar mass comes out at 554.8 u. The value obtained for the HOMO energy is -0.482 Eh.

The geometry in ORCA input format:
```
! wB97M-V def2-TZVPD RIJCOSX def2/J DEFGRID3
* xyz 1 1
O 5.503 -0.890 1.144
P 4.478 0.144 0.709
O 5.370 1.461 0.111
O 3.569 0.759 1.980
S 3.268 -0.556 -0.952
F 3.106 -2.170 -0.688
C 1.663 0.345 -0.803
C 0.361 -0.567 -0.947
C -0.603 -0.419 0.301
F -1.644 -1.354 0.086
Br 0.260 -0.983 2.002
C -1.303 1.000 0.432
F -2.124 0.930 1.578
F -0.411 2.050 0.656
Br -2.468 1.510 -1.071
H 4.671 2.071 -0.234
H 2.872 0.129 2.268
H 1.634 0.812 0.229
H 1.610 1.192 -1.567
H 0.675 -1.664 -0.966
H -0.208 -0.361 -1.912
C -6.057 -0.689 -0.471
Cl -6.385 0.937 -1.108
Cl -4.317 -0.858 -0.157
Cl -6.956 -0.925 1.040
Cl -6.564 -1.904 -1.660
*
```

The following is a quantum chemistry calculation of an isolated molecule of C4H8O2, from OMol25.

For the relative energy (zero: lowest compared OMol25 entry of this formula, charge and spin), the calculation gives 300.99 kJ/mol. The gap between HOMO and LUMO comes out at 10.373 eV. The molar mass comes out at 88.1 u. As for the SMILES: C=C[C@@H](O)CO. The value obtained for the HOMO energy is -0.352 Eh.

The geometry in ORCA input format:
```
! wB97M-V def2-TZVPD RIJCOSX def2/J DEFGRID3
* xyz 0 1
C -2.298 -0.454 -0.130
C -1.333 0.494 0.191
C 0.185 0.523 -0.289
O 0.815 1.739 -0.066
C 1.063 -0.501 0.462
O 2.391 -0.560 -0.046
H -3.309 -0.243 0.250
H -2.068 -1.570 -0.697
H -1.634 1.389 0.906
H 0.228 0.248 -1.352
H 1.828 1.654 0.078
H 1.177 -0.322 1.521
H 0.612 -1.552 0.184
H 2.342 -0.844 -1.013
*
```

Among the records above, which one has the highest molar mass?
C48H45Br4FeGeN2O5P2

What is the molar mass in the second record?
1239.9 u

The highest molar mass belongs to which entry?
C48H45Br4FeGeN2O5P2